Density functional theory data (ωB97M-V/def2-TZVPD) for a molecular structure, C38H36N8NiO4S.

```
88
Properties=species:S:1:pos:R:3:forces:R:3:mulliken_charge:R:1
Ni 1.49494 -0.37100 -0.41065 0.6487 0.0034 0.6075 -0.36
C -4.16635 2.99082 -1.20397 -0.0254 0.0018 -0.0143 -1.44
C -3.51498 3.80579 -0.12136 -0.0023 0.0501 0.0040 0.84
C -4.03336 5.03232 0.27633 -0.0167 0.0120 -0.0370 -0.74
C -3.42678 5.79361 1.26526 0.0457 -0.0307 -0.0077 -0.74
C -2.28628 5.31703 1.89288 -0.0096 -0.0207 -0.0046 -1.15
C -1.76465 4.08253 1.53378 -0.0349 0.0407 0.0370 0.06
C -2.36288 3.34103 0.52076 0.0076 -0.2238 -0.1347 0.07
N -1.86550 2.06847 0.13610 0.0292 0.1375 0.1598 0.34
C -0.55952 1.68987 -0.02905 -0.0004 -0.1990 -0.0632 0.29
N 0.38323 2.66604 -0.05823 0.1617 -0.0107 0.0214 0.32
C 1.80087 2.50032 -0.11021 -0.2754 0.2688 0.0195 0.02
C 2.44585 1.27306 -0.17040 -0.0352 -0.4018 -0.1157 -0.02
C 3.83385 1.23867 -0.12788 0.1279 0.0885 -0.0206 -0.03
C 4.57811 2.40094 -0.06665 -0.0460 0.0391 0.0152 -1.02
C 3.92230 3.62677 -0.04195 0.0236 -0.0078 -0.0008 -0.87
C 2.54109 3.69858 -0.05419 -0.0010 0.0207 0.0092 1.29
C 1.84706 5.03588 -0.01805 0.0090 0.0322 0.0245 -1.60
N -0.20654 0.46642 -0.16465 -0.4273 0.0140 0.0525 -0.09
C -1.04517 -0.75603 -0.16714 0.3191 0.0886 0.1578 -0.94
C -1.69173 -0.99449 1.18298 0.0180 -0.0709 -0.0867 -0.03
C -2.60569 -1.94554 1.31607 0.0193 -0.0061 -0.0518 -1.16
C -3.16798 -2.60705 0.09874 0.0072 -0.0351 0.0937 -0.49
C -2.75923 -2.74076 -2.07853 0.0793 0.1533 0.0592 -0.15
C -1.71941 -1.76454 -2.48678 0.0573 0.0343 -0.0001 -1.42
C -0.76631 -1.72917 -3.61695 -0.0904 -0.0267 0.0042 -0.90
H -4.95072 3.56128 -1.69786 0.0042 0.0068 0.0136 0.43
H -4.62751 2.08081 -0.80754 0.0118 0.0118 0.0224 0.32
H -3.44127 2.68048 -1.95868 0.0127 0.0220 0.0036 0.28
H -4.92423 5.40317 -0.21683 0.0074 0.0010 0.0182 0.40
H -3.84457 6.75154 1.54425 0.0019 -0.0034 -0.0001 0.39
H -1.80824 5.89191 2.67524 -0.0112 0.0075 -0.0013 0.44
H -0.90064 3.68713 2.05326 0.0000 -0.0057 -0.0276 0.65
H -2.54068 1.33799 -0.02036 -0.0197 0.0080 0.0293 0.18
H 0.04086 3.61104 -0.04850 0.0389 0.0160 -0.0319 0.28
H 4.34265 0.28214 -0.14201 -0.0134 0.0053 0.0097 0.29
H 5.65902 2.35685 -0.03975 -0.0017 0.0109 -0.0060 0.46
H 4.49221 4.54757 -0.00771 0.0044 -0.0104 -0.0005 0.36
H 2.57645 5.84295 -0.05032 0.0097 -0.0172 0.0040 0.40
H 1.25673 5.17086 0.89440 -0.0071 -0.0159 -0.0091 0.28
H 1.17444 5.17630 -0.86994 0.0241 -0.0170 -0.0063 0.41
H -1.24856 -0.48833 2.03300 0.0119 0.0434 -0.0121 0.19
H -2.96488 -2.22687 2.30005 -0.0256 -0.0088 -0.0215 0.38
H -4.11878 -3.08169 0.34214 0.0064 -0.0245 0.0033 0.62
H -3.34899 -3.26614 -2.82931 0.0060 -0.0173 0.0035 0.38
H -0.58114 -2.73865 -3.99312 -0.0291 -0.0020 0.0259 0.35
H 0.18759 -1.27311 -3.34958 -0.0127 0.0307 0.0607 -0.15
H -1.15907 -1.14429 -4.46159 -0.0052 -0.0006 0.0152 0.35
O 0.01045 -7.84787 -0.95830 -0.0851 -0.0949 -0.0692 -0.70
N 0.99523 -7.12907 -0.91835 0.0816 0.4625 0.2120 1.05
O 2.13771 -7.56991 -0.89885 -0.0022 -0.0892 -0.0656 -0.69
C 0.80562 -5.69009 -0.85076 0.3413 -0.4091 -0.0929 -1.22
C -0.49113 -5.24726 -0.77659 -0.3742 0.2088 0.0205 -0.69
C -0.87733 -3.91428 -0.65888 -0.0941 -0.1891 -0.0701 0.70
C -2.35027 -3.61254 -0.80951 0.0124 0.0665 0.0580 -0.28
C -3.33054 -1.66933 -1.09889 0.1184 -0.0984 -0.0259 -0.77
C -2.05165 -0.80675 -1.36053 -0.1107 -0.1637 -0.1629 0.85
N 0.07603 -1.66841 -0.30267 0.1158 0.0415 -0.4485 0.58
C 0.15221 -2.95017 -0.57026 0.1823 -0.0035 0.1286 0.39
C 1.54578 -3.40057 -0.76158 -0.1799 0.2963 0.0491 -0.28
N 2.47080 -2.40179 -0.81566 -0.0710 -0.1021 0.1136 0.14
C 3.73066 -2.70072 -1.01748 0.0311 -0.0277 -0.0446 0.05
C 4.17144 -4.02055 -1.15959 0.0616 0.1037 0.0036 -1.18
C 3.26699 -5.04028 -1.08852 -0.1644 -0.0994 -0.0148 -0.53
C 1.88974 -4.75694 -0.89431 0.0824 -0.0560 -0.0130 0.79
H -1.26157 -6.00689 -0.81877 0.0216 0.0290 0.0032 0.59
H -2.86051 -4.57432 -0.82135 -0.0393 0.0118 -0.0059 0.64
H -4.28964 -1.17724 -1.24809 0.0197 0.0341 -0.0163 0.42
H -2.25370 0.21870 -1.69133 0.0019 0.0005 -0.0084 1.15
H 4.42632 -1.87095 -1.08468 0.0057 -0.0120 0.0277 0.27
H 5.22024 -4.22433 -1.32709 -0.0083 0.0111 0.0008 0.42
H 3.58663 -6.06242 -1.19271 -0.0093 0.0065 0.0002 0.58
O 2.69736 -0.22004 -4.23249 -0.0161 0.0817 -0.0840 -0.62
C 2.69274 -0.02619 -3.03505 -0.1475 -0.1709 0.1735 0.09
O 1.63771 -0.06077 -2.28108 -0.2151 0.1202 -0.5786 -0.35
H 3.64141 0.19537 -2.51174 0.0788 0.0244 0.0586 0.31
S 2.42480 -1.09901 1.89090 -0.3383 -0.1591 0.0696 -0.44
C 1.53625 -0.22807 3.00797 -0.0662 0.4536 -0.1177 0.39
N 0.95518 0.97140 2.76996 0.0370 -0.0750 0.0202 0.30
C 0.47508 1.58760 4.00187 0.0038 -0.1289 -0.0479 -0.48
C 0.34150 0.35907 4.91504 0.0813 0.0285 -0.0027 -0.66
N 1.27671 -0.56683 4.28345 0.1314 -0.1022 0.0206 -0.21
H 1.28933 1.50022 1.97696 0.0063 0.0458 0.0417 -0.03
H -0.47520 2.09642 3.84989 -0.0215 -0.0099 0.0214 0.24
H 1.20256 2.30052 4.39729 0.0341 0.0057 0.0036 0.44
H -0.67376 -0.04304 4.90453 -0.0297 -0.0042 -0.0179 0.29
H 0.62782 0.57848 5.94065 -0.0143 -0.0258 0.0260 0.39
H 1.45542 -1.50363 4.60111 -0.0640 -0.0033 0.0132 0.26
```
Positions in Å, forces in eV/Å.

The value obtained for the LUMO energy (spin up / spin down) is -0.68 / -0.04 eV. The calculation puts the orbital gap (spin up / spin down) at 6.0221 / 6.8024 eV. The value obtained for the energy relative to the best compared isomer or geometry (same formula, charge and spin) is 110.5 kcal per mole. The value obtained for the calculated total energy is -111974.98885 eV. Its spin multiplicity is 3. The value obtained for the molar mass is 759.52 g/mol. The HOMO energy (spin up / spin down) comes out at -6.706 / -6.841 eV.